[1]
{"formula": "C28H55FO3S2", "method": "wB97M-V/def2-TZVPD", "e_tot_ha": -2221.8176, "smiles": "CCCCCCCCCCCCCCCCCC[C@]1(C[C@@H](C)F)CCS(=O)(=O)O[C@H]1CSCC", "species": ["H", "S", "H", "H", "C", "H", "H", "C", "C", "C", "H", "H", "H", "H", "O", "H", "C", "C", "S", "C", "H", "C", "H", "C", "H", "C", "H", "C", "H", "H", "H", "C", "H", "H", "C", "C", "H", "C", "C", "H", "H", "H", "H", "H", "C", "H", "H", "H", "H", "H", "C", "H", "H", "H", "C", "H", "H", "C", "H", "H", "C", "H", "H", "O", "C", "C", "H", "H", "C", "H", "H", "H", "H", "H", "H", "H", "H", "C", "C", "H", "H", "H", "H", "F", "H", "C", "C", "O", "H"], "xyz": [[-3.78275, 1.17974, -2.34093], [3.81456, -4.91688, -0.26939], [-0.91753, -3.71259, 2.78196], [-0.27179, -8.96626, 3.54930], [-1.85292, 2.14057, -2.33060], [2.10558, 9.97619, -1.82088], [-3.11041, -0.96944, -2.65287], [-2.80778, 1.02599, -1.86898], [0.88369, -6.16630, 1.83233], [-3.56661, 4.05469, -2.06525], [2.30179, -3.06512, 2.32483], [-1.09522, 5.49266, -1.96035], [-0.58784, 11.31223, -2.36133], [-4.15782, 3.30538, -1.53301], [3.41358, -4.78779, 2.43166], [-0.00271, 8.84201, 0.28234], [-1.49828, 5.27811, -0.96585], [-2.31935, -0.40950, -2.14775], [3.66698, -4.62540, 3.99005], [-2.56819, 3.33028, -2.97247], [4.94382, -3.45796, -2.92161], [0.97175, -4.72257, 3.94843], [-0.54563, -7.75064, 1.59591], [-0.17027, -7.12767, 2.41225], [0.18391, -2.81159, 1.77696], [0.38072, 6.77569, -0.07550], [-3.11540, 2.95012, -3.84114], [2.25802, -4.07428, 1.91146], [0.79428, 7.82714, -2.46103], [0.84637, 6.48858, 0.86905], [-0.76169, -1.22886, -0.89202], [2.40049, -3.97468, 0.38636], [-3.34883, 4.78389, -0.03457], [2.27734, -6.44247, 4.34959], [0.95122, -4.73477, 2.40179], [-1.85583, -1.19316, -0.90443], [0.85809, 6.18062, -0.86299], [-3.00997, 5.07449, -1.03266], [2.19198, -5.38390, 4.58671], [5.56231, -5.00311, -2.37693], [-1.83058, 4.03329, -3.36625], [4.60185, -4.92167, -3.85915], [0.89405, 12.08891, -1.83184], [1.17867, 9.98639, -3.30706], [0.42761, 8.63316, -1.81810], [-0.65007, 8.71365, -2.00051], [-3.17066, -3.85212, 0.74605], [0.73946, -6.11236, 0.75270], [-1.49301, -0.35411, -2.86060], [-2.16978, -0.66334, -0.00108], [-2.40069, -2.62309, -0.84157], [-1.87019, -3.23424, -1.58015], [-2.98042, 1.13313, -0.79504], [-3.45475, 6.05258, -1.23565], [0.30409, 11.17618, -1.74669], [-1.36679, -5.22017, 0.76065], [1.51316, -4.36600, -0.10365], [-1.03798, -4.18472, 0.70444], [-0.01526, 11.06944, -0.70817], [1.34986, -8.29524, 3.41364], [4.70827, -4.51946, -2.85146], [-1.14551, 1.73624, -3.06071], [-1.00544, 4.37435, -0.59755], [3.63652, -3.23464, 4.32602], [-2.27004, -3.27259, 0.54248], [0.66329, 8.24970, -0.35563], [-4.27600, 4.58351, -2.70497], [-1.69481, 7.31918, -0.36236], [-0.22259, -3.81702, 1.94517], [2.75433, -3.89576, -2.15642], [0.18417, -7.54213, 4.50254], [1.85948, -6.63864, 1.97306], [2.21910, -5.24376, 5.66805], [0.07100, -5.20723, 4.32209], [2.53336, -2.93088, 0.10559], [-1.25178, 2.49308, -1.49011], [-0.42633, -4.09059, -0.19857], [0.29741, -8.03809, 3.53831], [1.08633, 9.95275, -2.21885], [1.69183, 8.49644, -0.07675], [-1.43406, 6.20919, 0.96961], [2.90509, -5.62677, -2.37794], [-2.21872, -2.47777, 1.29300], [-1.29820, -6.41048, 2.88001], [0.93195, -3.68296, 4.28471], [-1.11932, 6.43915, -0.05251], [3.43539, -4.73844, -2.03431], [4.80333, -5.42676, 4.28604], [-3.44631, -2.61269, -1.15899]], "mulliken_charge": [0.438, -0.166, 0.500, 0.380, -0.354, 0.342, 0.493, -0.767, -1.609, -0.608, 0.844, 0.341, 0.299, 0.275, -0.483, 0.288, -0.180, -0.932, 1.172, -1.068, 0.266, -1.730, 0.510, 0.184, 0.417, -0.946, 0.496, -0.772, 0.342, 0.407, 0.070, -0.652, 0.284, 0.135, 2.646, -0.522, 0.398, -0.729, -0.743, 0.311, 0.381, 0.358, 0.353, 0.294, -0.345, 0.209, 0.374, 0.388, 0.401, 0.373, -0.670, 0.286, 0.361, 0.294, -1.149, 0.237, -0.318, 0.317, 0.306, 0.360, -1.096, 0.524, 0.092, -0.638, -1.233, -0.815, 0.372, 0.441, -1.892, 0.269, 0.367, 0.839, 0.504, 0.639, 0.716, 0.040, 0.090, -1.605, -0.590, 0.431, 0.400, 0.329, 0.474, -0.392, 0.583, -0.778, -0.334, -0.681, 0.556]}



[2]
{"formula": "C36H56N2O5P2Sc", "method": "wB97M-V/def2-TZVPD", "e_tot_ha": -3333.7634, "total_charge": 3, "species": ["Sc", "H", "H", "H", "H", "C", "H", "N", "C", "H", "C", "H", "H", "H", "C", "H", "C", "H", "H", "C", "H", "O", "H", "O", "H", "C", "C", "H", "C", "C", "H", "C", "C", "C", "H", "H", "C", "H", "C", "H", "C", "C", "H", "C", "C", "H", "C", "H", "C", "H", "C", "C", "H", "H", "P", "H", "H", "H", "C", "H", "H", "C", "H", "H", "C", "C", "C", "C", "H", "H", "H", "C", "H", "H", "H", "H", "O", "O", "H", "H", "N", "C", "C", "C", "P", "H", "H", "C", "H", "H", "H", "O", "H", "H", "H", "H", "H", "H", "C", "H", "C", "H"], "xyz": [[0.78571, -0.60507, 1.41982], [-1.38348, 0.03217, -2.15426], [1.37308, -3.98427, 3.47217], [4.18728, -2.93746, 1.38818], [-0.10063, -0.21169, -7.53409], [-0.02585, 3.28259, 2.32176], [-1.34268, -2.66291, 3.79284], [-1.54400, 3.28923, -0.45004], [0.46955, -3.60241, 2.99342], [-0.58460, 0.52905, -5.33561], [-2.75543, -1.92113, 0.33462], [1.18898, -1.09181, 5.47167], [1.89352, 1.52290, -1.67130], [-3.88427, 0.06034, 2.40320], [0.75130, -0.82542, -7.25396], [3.29022, -2.81152, 2.92046], [-0.26025, -2.64125, 3.92246], [-1.74940, -1.74265, -1.60392], [-3.53248, -2.74816, 2.21766], [-4.36815, 4.79247, -2.15752], [-1.17987, 1.31777, -3.33764], [0.21964, -1.31815, 3.66230], [3.77912, 0.83296, 4.08693], [1.90860, 0.52582, 3.22695], [1.65672, -0.36136, -7.65349], [2.48960, 1.83877, -0.81811], [-4.16318, -1.61429, -0.18101], [2.24099, -2.08569, -1.41766], [0.11439, -0.17933, -4.91069], [-1.89393, -2.46579, -0.80652], [0.66393, -1.80286, -7.72912], [1.77054, 2.87119, 0.05461], [2.75716, 3.37232, 1.12458], [3.87073, -0.35290, 2.29398], [3.11915, -0.80796, 4.27309], [-0.91645, -2.80491, -0.45390], [1.42889, -1.39051, -1.63137], [-2.40411, -3.32781, -1.23859], [-2.20454, 1.09584, 0.21438], [-2.37839, 5.43812, -1.69817], [2.08705, -3.40865, 1.22870], [-3.11561, 4.65031, -1.63973], [-2.45139, 0.79197, 3.13846], [-3.72648, 2.39364, -0.89857], [-2.84004, -0.11370, 2.66980], [4.01255, 0.51414, 1.64969], [1.95004, -2.03379, -3.88493], [0.81360, 4.81709, -0.24947], [-2.85977, -3.01535, 1.40353], [-4.62403, -2.56641, -0.45109], [0.88043, -0.96822, -5.77648], [1.78530, -1.88906, -5.23959], [-4.15040, -0.97696, -1.06066], [-5.73982, 1.76853, -1.34976], [0.35848, 2.07534, 1.00587], [-0.04013, -2.91520, 4.95640], [2.02897, -3.24166, 0.15581], [2.23581, 4.49771, -1.24162], [-5.32611, 3.74709, -2.05761], [2.78828, 0.94180, -0.26548], [-6.31172, 3.89752, -2.47501], [3.21283, 0.04060, 3.58953], [3.79372, -2.59081, -2.89410], [-0.93952, 2.98826, 2.83890], [0.21943, -0.27638, -3.54508], [1.15874, -1.21465, -2.99358], [-1.25067, 2.14925, 0.12488], [1.03665, 0.76941, 4.33953], [0.23891, 1.40220, 3.95945], [-0.06821, 1.16653, -1.97391], [-3.26237, -3.91217, 0.93160], [0.48399, -0.54418, 4.84024], [3.40223, 2.29112, -1.21051], [2.49926, -3.79469, -2.74232], [4.83726, -0.83282, 2.45064], [0.78253, 3.39445, 3.03833], [2.98361, -1.24958, 1.58395], [0.90372, -0.84368, -0.60262], [-0.43391, -0.37618, 5.40951], [-2.78064, -0.93259, 3.38357], [-3.41280, 1.23927, -0.26774], [-2.77137, 3.43769, -0.99688], [2.94948, -3.05587, -3.40654], [1.33605, 4.04861, -0.81643], [-1.89306, -0.46571, 1.15254], [-1.88409, -3.28159, 1.81065], [2.99699, 2.61231, 1.87196], [-0.64599, 0.60943, -2.70739], [2.36674, -2.50317, -5.91457], [0.68912, 3.73813, -1.63520], [-4.79468, -1.13930, 0.56879], [0.85137, -2.91308, 1.78176], [-0.21496, 4.24155, 1.83495], [1.56419, 1.30981, 5.12861], [2.38398, 4.25212, 1.64414], [-4.64726, 5.71476, -2.64761], [2.17897, -4.48309, 1.39782], [3.68596, 3.65830, 0.62971], [3.23495, -2.64890, 1.83954], [-0.16653, -4.44895, 2.72716], [-5.02099, 2.57011, -1.44194], [3.35398, -3.59690, -4.25776]], "mulliken_charge": [-3.131, -0.172, 0.568, 0.525, 0.388, -2.144, 0.332, -0.035, -1.093, 0.417, 1.771, 0.537, 0.062, 0.478, -1.549, 0.439, -0.907, 0.306, 0.385, -0.601, 0.741, 0.774, 0.448, 0.408, 0.358, -1.657, -1.857, 0.217, -1.136, -1.887, 0.409, 1.711, -1.754, -0.905, 0.400, -0.122, 0.227, 0.748, -0.367, 0.520, -0.586, -0.606, 0.390, 0.038, -1.556, 0.314, 1.199, 0.311, -1.831, 0.520, 0.486, -1.051, 0.388, 0.526, 2.385, 0.733, -0.299, 0.557, -0.620, -0.099, 0.447, -0.610, 0.339, 0.519, 0.265, 0.371, -0.276, -0.295, -0.070, -0.726, 0.623, -1.066, 0.802, 0.359, 0.500, 0.540, 0.059, 2.359, 0.460, 0.422, -0.097, 0.217, -1.644, -1.881, 2.173, 0.133, 0.108, -0.177, 0.441, 0.300, 0.288, 0.201, 0.495, 0.455, 0.400, 0.446, 0.647, 0.526, -0.461, 0.422, -0.526, 0.460]}



Number 1: LUMO energy 0.569 eV, Kohn-Sham gap 9.151 eV, HOMO level -8.58 eV. Number 2: LUMO energy -8.664 eV, Kohn-Sham gap 7.109 eV, HOMO level -15.77 eV.